Entry 1:
Density functional theory data (the ωB97M-V functional and the def2-TZVPD basis) for a cluster of 7 separate species, C18H54N4O8 in total at a distorted geometry.

Results
SMILES string: COC[C@H](C)N.COC[C@H](C)N.COC[C@H](C)N.COC[C@H](C)N.OCCO.O.O
2S+1: 1
Energy relative to the best compared isomer or geometry (same formula, charge and spin) (kJ/mol): 0.0
E_HOMO (eV): -9.03

The geometry in XYZ format:
```
84
C18H54N4O8, DFT the ωB97M-V functional and the def2-TZVPD basis
C 0.2997 -6.3906 -3.8504
C -0.8455 -5.5296 -3.2974
C -0.4527 -4.2581 -2.5835
O 0.6292 -4.5418 -1.6979
C 1.1253 -3.3621 -1.1006
N -1.7175 -5.1420 -4.4241
H -0.0962 -7.4120 -3.9431
H 1.1974 -6.4499 -3.2418
H 0.5027 -6.1926 -4.9044
H -1.3868 -6.1797 -2.6028
H -1.3165 -3.9317 -1.9846
H -0.1852 -3.3829 -3.1834
H 1.0682 -2.4735 -1.7378
H 2.1581 -3.5810 -0.8478
H 0.5586 -3.0898 -0.2064
H -2.4713 -5.8075 -4.5573
H -2.1847 -4.2649 -4.2090
C -1.5653 0.9655 -2.8884
C -2.1165 0.7083 -1.4847
C -3.4233 1.4425 -1.2694
O -3.8883 1.2512 0.0475
C -5.1276 1.8681 0.3278
N -2.1650 -0.7277 -1.2305
H -0.7156 0.2892 -3.0091
H -1.2832 1.9987 -3.0741
H -2.2670 0.6490 -3.6674
H -1.3377 1.1040 -0.8305
H -4.2167 1.2151 -1.9954
H -3.2396 2.5252 -1.3868
H -5.2409 1.8459 1.4059
H -5.9569 1.3601 -0.1742
H -5.0923 2.8958 -0.0540
H -2.6762 -1.1959 -1.9776
H -2.7381 -0.8949 -0.4053
C -2.0121 -4.8607 5.2221
C -1.6855 -4.5164 3.7765
C -0.3196 -3.8261 3.6525
O -0.1034 -3.2316 2.4002
C -0.8103 -2.0535 2.1661
N -1.7456 -5.7803 3.0147
H -1.9553 -3.9602 5.8441
H -1.3507 -5.5897 5.6949
H -3.0359 -5.2165 5.3319
H -2.4592 -3.8483 3.3930
H 0.5088 -4.4885 3.9031
H -0.2937 -3.0422 4.4309
H -0.4288 -1.6097 1.2467
H -0.5870 -1.3165 2.9559
H -1.9053 -2.0306 2.1193
H -1.3964 -5.6941 2.0707
H -1.2382 -6.4610 3.5629
C 3.1244 7.2387 1.2808
C 1.8329 6.4573 1.6009
C 1.0321 5.9345 0.4183
O 1.8776 5.2672 -0.4974
C 1.1525 4.9307 -1.6607
N 2.1703 5.3135 2.4567
H 2.9375 8.1001 0.6362
H 3.8891 6.5918 0.8506
H 3.5484 7.5504 2.2368
H 1.1622 7.1468 2.1185
H 0.4828 6.7412 -0.0832
H 0.2568 5.2712 0.8168
H 0.2544 4.3432 -1.4418
H 1.7650 4.3403 -2.3449
H 0.9254 5.8593 -2.1965
H 2.9775 4.8003 2.0994
H 2.5904 5.6478 3.3244
C 1.2517 1.4741 -0.3149
C 2.3179 1.8709 0.6785
O 3.6661 1.5355 0.3116
O 1.5829 0.1582 -0.7525
H 1.1180 2.1474 -1.1655
H 0.3228 1.5669 0.2593
H 2.0666 1.5378 1.6883
H 2.3143 2.9701 0.6467
H 3.5864 0.5814 0.1288
H 0.8008 -0.3552 -0.9905
O 3.9011 2.3440 -2.5020
H 4.3416 2.5753 -1.6769
H 3.0481 2.0013 -2.2227
O 4.8190 3.8054 1.7828
H 4.4080 3.0305 1.3676
H 5.4613 3.4377 2.3989
```


Entry 2:
Density functional theory data (the ωB97M-V functional and the def2-TZVPD basis) for the molecule C15H17O4P at a distorted geometry.

Results
SMILES string: CO[P@@](=O)([C@H](O)c1ccccc1)[C@@H](O)c1ccccc1
2S+1: 1
Energy relative to the best compared isomer or geometry (same formula, charge and spin) (kJ/mol): 0.0
E_HOMO (eV): -9.13

The geometry in XYZ format:
```
37
C15H17O4P, DFT the ωB97M-V functional and the def2-TZVPD basis
O -1.6402 1.0148 -0.9239
O -3.0159 -1.5788 -1.5781
O 1.5423 -1.2660 0.1356
O -0.0669 0.0281 -2.7253
C -1.9000 -2.6780 3.1351
C 2.9805 3.5476 -0.1687
C -1.1660 -3.4494 2.2661
C -2.6224 -1.5895 2.6303
C 1.6631 3.6156 0.2476
C 3.6169 2.3549 -0.5111
C -1.0860 -3.1488 0.8879
C -2.5648 -1.2980 1.3069
C 0.9417 2.4116 0.4086
C 2.8728 1.1297 -0.4418
C -1.8085 -2.0864 0.4114
C 1.5212 1.1688 0.0122
C 0.2635 1.3686 -3.0951
C -1.6838 -1.6745 -1.0529
C 0.7060 -0.0858 0.1403
P -0.6779 -0.1158 -1.1752
H -3.4135 -0.6935 -1.4299
H 2.1224 -1.2441 0.9190
H -1.9714 -2.9520 4.1947
H 3.5273 4.4756 -0.1960
H -0.6061 -4.3134 2.6502
H -3.1546 -0.9383 3.2965
H 1.1883 4.5256 0.5201
H 4.6237 2.3764 -0.8720
H -0.5485 -3.8597 0.2560
H -3.0759 -0.4217 0.9315
H -0.0721 2.4936 0.7719
H 3.2873 0.1717 -0.8221
H -0.5610 2.1063 -2.9701
H 1.1364 1.7217 -2.5019
H 0.5905 1.3814 -4.1494
H -1.0979 -2.4271 -1.6162
H 0.1496 -0.0709 1.1076
```


Entry 3:
Density functional theory data (the ωB97M-V functional and the def2-TZVPD basis) for a cluster of 2 separate species, C4H11N2O in total at a distorted geometry.

Results
Charge: -1
2S+1: 1
Energy relative to the best compared isomer or geometry (same formula, charge and spin) (kJ/mol): 189.8
E_HOMO (eV): -2.46

The geometry in XYZ format:
```
18
C4H11N2O, DFT the ωB97M-V functional and the def2-TZVPD basis
C -0.4459 1.2301 -0.3295
O -0.7836 0.4757 0.7367
C 0.9277 1.8881 -0.1515
N 1.2781 2.7849 -1.2904
H -0.3695 0.6440 -1.3020
H -1.1788 2.0604 -0.5501
H 0.9232 2.4462 0.7925
H 1.6945 1.1138 -0.0812
H 0.4975 3.4076 -1.4812
H 2.0060 3.4080 -0.9497
C -1.5419 -2.1686 0.5206
C 0.6855 -2.8000 0.5640
N -0.4030 -2.8399 -0.0793
H -1.6579 -1.2673 -0.0743
H -1.4444 -1.8732 1.5676
H -2.4298 -2.7957 0.3925
H 1.5377 -3.3207 0.1345
H 0.7045 -2.3934 1.5805
```


Entry 4:
Density functional theory data (the ωB97M-V functional and the def2-TZVPD basis) for a structure of composition C9H15NOPS9SbTl.

Results
Charge: -1
2S+1: 1
E_HOMO (eV): -4.92

The geometry in XYZ format:
```
38
C9H15NOPS9SbTl, DFT the ωB97M-V functional and the def2-TZVPD basis
Tl 0.6253 0.5000 1.8099
S -1.4794 0.0598 3.2371
Sb -1.1490 2.2638 4.0761
S 0.0361 3.1113 2.2638
S 0.6887 1.5237 5.5908
S -2.8465 3.2713 5.1076
S 4.9921 -3.0039 -2.5265
C 4.2226 -2.2582 -1.2712
S 4.3905 -0.5828 -0.9015
C 3.3257 -0.5244 0.4885
C 2.7430 -1.6989 0.8370
S 1.5570 -1.9531 2.0828
S 3.1649 -3.0682 -0.1732
S 3.0223 1.0454 1.1866
O 0.6516 4.0330 5.4685
N 1.2720 3.1465 5.9519
C -2.6900 1.6345 -0.3590
C -1.5668 1.2335 -1.3128
P -0.4639 -0.0358 -0.5917
C -1.4925 -1.5282 -0.3458
C -2.0905 -2.1727 -1.5905
C 0.7891 -0.4234 -1.8763
C 0.3736 -0.2907 -3.3384
H -3.2784 2.4460 -0.7876
H -2.2938 1.9695 0.6002
H -3.3647 0.7992 -0.1674
H -0.9355 2.0961 -1.5436
H -1.9673 0.8761 -2.2653
H -2.2685 -1.2386 0.3682
H -0.8479 -2.2299 0.1931
H -2.6917 -1.4672 -2.1672
H -2.7365 -3.0066 -1.3129
H -1.3125 -2.5648 -2.2459
H 1.1456 -1.4345 -1.6540
H 1.6409 0.2317 -1.6752
H -0.4814 -0.9180 -3.5889
H 1.2038 -0.5804 -3.9834
H 0.1121 0.7391 -3.5835
```


Entry 5:
Density functional theory data (the ωB97M-V functional and the def2-TZVPD basis) for a structure of composition C42H36F3HoN11O5 at a distorted geometry.

Results
Charge: +1
2S+1: 5
E_HOMO (alpha / beta) (eV): -9.57 / -9.57

The geometry in XYZ format:
```
98
C42H36F3HoN11O5, DFT the ωB97M-V functional and the def2-TZVPD basis
Ho -16.7669 -7.6862 9.0953
C -15.8600 -11.5125 9.5746
C -16.5289 -11.5702 8.2496
C -18.0286 -11.3918 8.1504
C -18.6283 -11.3954 6.8637
C -20.0385 -11.3370 6.8067
C -20.7424 -11.2799 7.9654
C -20.0224 -11.2014 9.1652
N -18.7213 -11.2888 9.2809
N -15.5628 -10.1508 10.1292
C -14.1243 -9.8039 10.0641
C -13.8148 -8.4359 10.6589
C -12.5260 -8.1172 11.1156
C -12.3851 -6.9347 11.8110
C -13.4715 -6.0963 11.9685
C -14.6925 -6.4811 11.4565
N -14.8642 -7.6359 10.7718
C -15.9433 -10.2214 11.5611
C -17.4795 -9.9155 11.7681
C -18.1378 -10.7133 12.6905
C -19.4373 -10.4282 13.0237
C -19.9695 -9.3336 12.3488
C -19.2720 -8.5975 11.4417
N -18.0086 -8.8857 11.1266
H -14.9260 -12.1053 9.6043
H -16.5701 -11.8897 10.3204
H -16.3798 -12.4843 7.7148
H -15.9947 -10.8610 7.6309
H -18.0163 -11.4732 5.9412
H -20.6451 -11.4329 5.9089
H -21.7853 -11.2762 7.9627
H -20.6624 -11.0772 10.0337
H -13.8294 -9.7233 9.0244
H -13.5101 -10.5831 10.4828
H -11.7487 -8.9052 11.1061
H -11.4487 -6.6267 12.2678
H -13.3117 -5.2078 12.5062
H -15.5369 -5.8116 11.4817
H -15.4373 -9.4833 12.1769
H -15.6685 -11.2388 11.8988
H -17.6225 -11.5870 13.2081
H -20.0174 -11.0546 13.7145
H -21.0059 -9.0214 12.4995
H -19.7857 -7.7585 10.9275
C -15.7618 -2.5807 8.8083
C -15.1244 -2.5548 7.5798
C -14.3567 -3.6609 7.1740
C -14.4039 -4.7799 7.9790
N -15.0486 -4.8234 9.1544
C -15.7168 -3.7308 9.5423
C -13.7108 -6.0593 7.5843
C -12.4577 -5.9740 7.0191
C -11.8714 -7.1310 6.5943
C -12.6201 -8.3285 6.6766
C -13.8959 -8.2530 7.1053
N -14.4463 -7.1541 7.7030
H -16.2729 -1.7755 9.2407
H -15.1925 -1.6288 6.9773
H -13.9154 -3.6762 6.1642
H -16.1938 -3.8415 10.5123
H -12.0102 -5.0032 6.8238
H -10.8404 -7.2266 6.2851
H -12.1623 -9.3000 6.4497
H -14.4674 -9.1898 7.0910
O -18.6970 -7.2351 3.1529
C -18.2476 -7.3082 4.2445
C -18.1361 -6.1691 5.2205
O -18.5325 -5.0219 5.1146
C -17.4241 -6.7732 6.3494
C -17.0805 -8.1208 6.1348
O -16.6316 -8.8114 7.1467
C -17.6467 -8.5687 4.8882
O -17.7729 -9.6643 4.4008
O -17.3662 -6.1894 7.5073
N -22.5444 -7.2969 5.7442
C -21.5145 -7.1472 6.5776
N -20.7311 -6.0990 6.4150
N -21.2546 -8.1332 7.4733
C -20.1601 -8.0532 8.1168
N -19.0791 -8.0188 8.5273
H -22.8396 -6.5554 5.0954
H -23.0329 -8.1968 5.8006
H -20.8221 -5.4759 5.6355
H -19.8827 -5.9878 6.8975
F -19.6759 -1.9795 13.1104
C -20.3938 -3.0361 12.5612
F -21.3046 -2.5020 11.7910
F -21.0444 -3.6339 13.5236
C -19.4084 -3.9406 11.8859
C -18.7931 -4.9978 12.5120
C -18.0214 -5.8693 11.7499
N -17.8685 -5.7764 10.4136
C -18.5208 -4.7798 9.8030
C -19.2662 -3.8746 10.5347
H -18.8226 -5.1218 13.6088
H -17.4940 -6.6820 12.2526
H -18.4977 -4.7177 8.7220
H -19.8144 -3.0663 9.9841
```


Entry 6:
Density functional theory data (the ωB97M-V functional and the def2-TZVPD basis) for a structure of composition C43H43N10O3RbS.

Results
2S+1: 1
Energy relative to the best compared isomer or geometry (same formula, charge and spin) (kJ/mol): 17.9
E_HOMO (eV): -8.17

The geometry in XYZ format:
```
101
C43H43N10O3RbS, DFT the ωB97M-V functional and the def2-TZVPD basis
Rb 0.0715 0.0407 -0.1119
C 3.5974 -1.6092 -0.6766
C 2.8733 -2.5106 -1.6808
N 1.4497 -2.2650 -1.6935
C 0.5706 -3.4089 -1.6986
C 0.5339 -4.1776 -0.3751
S 0.1260 -3.1541 1.0751
C 1.6501 -3.1902 2.0643
C 2.9592 -2.8621 1.3470
N 2.9421 -1.5948 0.6314
H 3.5809 -0.5841 -1.0518
H 4.6513 -1.9251 -0.6221
H 3.0472 -3.5608 -1.4314
H 3.3386 -2.3571 -2.6624
H 1.1523 -1.5782 -2.3739
H 0.8149 -4.1442 -2.4844
H -0.4300 -3.0387 -1.9165
H 1.4810 -4.6774 -0.1691
H -0.2249 -4.9578 -0.4459
H 1.7423 -4.1663 2.5450
H 1.4567 -2.4571 2.8499
H 3.1839 -3.6630 0.6425
H 3.7585 -2.9023 2.0999
H 3.3528 -0.8646 1.1945
C 2.7120 -0.4434 4.3537
C 2.5832 0.4803 3.3273
N 1.4263 1.0672 3.0485
C 0.3851 0.7387 3.8111
C 0.5112 -0.2231 4.8132
N 1.6674 -0.8121 5.0880
C -0.8907 1.4819 3.5981
C -1.6501 1.8788 4.6909
C -2.7901 2.6370 4.4645
C -3.1062 2.9803 3.1589
C -2.2941 2.5339 2.1193
N -1.2185 1.7794 2.3456
C -2.5673 2.8980 0.6946
C -3.6542 3.6732 0.3047
N -3.8607 4.0214 -0.9630
C -2.9916 3.5689 -1.8561
C -1.9168 2.7721 -1.4772
N -1.7012 2.4565 -0.2136
C -3.6369 3.0906 5.5921
C -3.0698 3.6080 6.7491
C -3.9077 4.0205 7.7731
N -5.2357 3.9433 7.7146
C -5.7702 3.4431 6.6027
C -5.0211 3.0091 5.5204
H 3.6656 -0.9014 4.5879
H 3.4327 0.7728 2.7188
H -0.3455 -0.5329 5.4008
H -1.3639 1.6176 5.7015
H -3.9655 3.6106 2.9796
H -4.3872 4.0345 1.0144
H -3.1575 3.8395 -2.8910
H -1.2280 2.3676 -2.2125
H -1.9953 3.7080 6.8354
H -3.4969 4.4360 8.6860
H -6.8523 3.3855 6.5802
H -5.4963 2.5911 4.6420
O -2.4317 -0.9825 -1.0981
C -2.8041 -0.9739 -2.4862
C -1.6188 -0.3217 -3.2850
O -1.8451 -0.0047 -4.4519
O -0.5345 -0.2111 -2.6454
C -4.1353 -0.2228 -2.6034
C -5.2314 -0.7667 -1.9312
C -6.4563 -0.1204 -1.9082
C -6.6136 1.0853 -2.5779
C -5.5407 1.6212 -3.2713
C -4.3106 0.9732 -3.2890
C -2.9936 -2.4072 -2.9894
C -3.2824 -2.6398 -4.3327
C -3.4776 -3.9302 -4.7960
C -3.3972 -5.0122 -3.9272
C -3.1186 -4.7887 -2.5887
C -2.9176 -3.4935 -2.1249
H -3.2199 -1.2127 -0.5940
H -5.1361 -1.7311 -1.4403
H -7.2913 -0.5648 -1.3812
H -7.5685 1.5948 -2.5682
H -5.6585 2.5554 -3.8064
H -3.4868 1.3785 -3.8572
H -3.3349 -1.7965 -5.0085
H -3.6952 -4.0946 -5.8438
H -3.5500 -6.0195 -4.2928
H -3.0537 -5.6219 -1.8996
H -2.6766 -3.3346 -1.0809
N 2.0636 0.8590 -3.2579
C 2.7368 1.6563 -2.3795
C 3.9670 2.2473 -2.7277
C 4.6329 2.9992 -1.7915
C 4.0827 3.1670 -0.5194
C 2.8735 2.5537 -0.2684
N 2.2098 1.8119 -1.1597
H 2.3291 0.9079 -4.2258
H 1.0846 0.6149 -3.0795
H 4.3740 2.1017 -3.7202
H 5.5798 3.4608 -2.0425
H 4.5745 3.7593 0.2388
H 2.3938 2.6514 0.7021
```


Entry 7:
Density functional theory data (the ωB97M-V functional and the def2-TZVPD basis) for a cluster of 2 separate species, C22H23F2O2Si in total at a distorted geometry.

Results
Charge: +1
2S+1: 1
E_HOMO (eV): -9.86

The geometry in XYZ format:
```
50
C22H23F2O2Si, DFT the ωB97M-V functional and the def2-TZVPD basis
F 0.0505 -5.9572 -3.9743
C -0.1514 -5.5221 -2.6848
C 0.0796 -6.4238 -1.6442
C -0.1187 -5.9711 -0.3316
C -0.5597 -4.6806 -0.0847
C -0.8234 -3.7675 -1.1501
C -1.3139 -2.4709 -0.8460
C -1.5760 -1.4416 -1.7836
C -0.6024 -0.6213 -2.3275
C -0.8322 0.2477 -3.4457
C -2.0846 0.2712 -4.1211
C -2.2394 1.1322 -5.2005
F -3.4585 1.1580 -5.8380
C -1.2319 1.9769 -5.6644
C 0.0073 1.9367 -5.0050
C 0.2064 1.0870 -3.9243
C -0.5655 -4.2122 -2.4866
H 0.4169 -7.4351 -1.8549
H 0.0775 -6.6454 0.5015
H -0.7134 -4.3305 0.9369
H -1.5359 -2.2727 0.2089
H -2.6225 -1.2312 -2.0337
H 0.4216 -0.6872 -1.9404
H -2.8976 -0.3846 -3.8154
H -1.4149 2.6411 -6.5049
H 0.8150 2.5856 -5.3453
H 1.1793 1.0324 -3.4301
H -0.7064 -3.5301 -3.3254
C 0.9923 1.5659 6.4087
Si 1.4321 2.2892 4.7480
C 1.4879 4.1489 4.7389
C 2.8725 1.4370 3.9336
O 0.0759 1.8470 3.7109
C -0.1111 2.1198 2.4423
C -0.6051 3.2502 1.7696
C -0.3340 3.0358 0.4100
C 0.2217 1.7922 0.2790
O 0.3330 1.2317 1.5332
H 1.7984 1.7557 7.1323
H 0.0712 2.0041 6.8153
H 0.8498 0.4787 6.3491
H 2.3337 4.4911 5.3521
H 1.6191 4.5654 3.7321
H 0.5706 4.5776 5.1655
H 3.8004 1.6185 4.4924
H 2.7056 0.3521 3.8974
H 3.0286 1.7866 2.9051
H -1.0410 4.1095 2.2641
H -0.5203 3.7618 -0.3743
H 0.6129 1.2973 -0.5903
```


Number 1: molecular weight 454.65 g mol⁻¹, electronic energy -41879.1522 eV. Number 2: molecular weight 292.27 g mol⁻¹, electronic energy -33309.9826 eV. Number 3: molecular weight 103.14 g mol⁻¹, electronic energy -9352.5231 eV. Number 4: molecular weight 798.95 g mol⁻¹, electronic energy -131154.3229 eV. Number 5: molecular weight 996.75 g mol⁻¹, electronic energy -104716.9834 eV. Number 6: molecular weight 865.42 g mol⁻¹, electronic energy -77825.7034 eV. Number 7: molecular weight 385.51 g mol⁻¹, electronic energy -40587.0335 eV.